Below is a molecular structure, C45H64AsN2O4PPd in a non-equilibrium geometry, with properties calculated with ωB97M-V/def2-TZVPD.

```
! wB97M-V def2-TZVPD RIJCOSX def2/J DEFGRID3
* xyz 4 5
Pd 1.242 -2.391 -1.176
C 2.339 -2.273 -4.134
O 1.601 -3.186 -3.277
C 0.337 -3.766 -3.777
C -0.378 -4.370 -2.612
O -0.560 -3.435 -1.490
C -1.742 -2.562 -1.516
C -1.563 -1.224 -2.251
O -0.211 -0.760 -1.953
C 0.079 0.578 -2.373
H 2.330 -2.686 -5.117
H 3.341 -2.195 -3.738
H 1.859 -1.280 -4.150
H 0.569 -4.512 -4.551
H -0.193 -2.987 -4.343
H 0.211 -5.181 -2.226
H -1.344 -4.807 -2.893
H -1.943 -2.439 -0.471
H -2.579 -3.095 -1.955
H -2.334 -0.554 -1.901
H -1.662 -1.395 -3.294
H -0.078 0.707 -3.467
H 1.126 0.766 -2.227
H -0.541 1.314 -1.849
N 0.652 -0.406 1.130
C 0.253 -0.135 2.391
C 0.047 -1.326 3.009
C 0.397 -2.313 2.085
N 0.709 -1.724 0.924
H 0.940 0.203 0.428
H 0.140 0.851 2.779
H -0.406 -1.404 3.975
H 0.340 -3.385 2.158
C 1.047 -7.780 1.030
C 1.144 -6.780 1.967
C 1.832 -5.613 1.609
C 2.339 -5.442 0.367
C 2.221 -6.462 -0.626
C 1.591 -7.636 -0.282
As 3.098 -3.771 -0.303
C 4.522 -4.231 -1.517
C 4.439 -4.774 -2.773
C 5.631 -5.096 -3.416
C 6.883 -4.789 -2.826
C 6.931 -4.200 -1.616
C 5.757 -3.945 -0.896
C 5.714 -3.509 0.458
C 6.833 -3.483 1.315
C 6.658 -3.177 2.637
C 5.344 -2.830 3.070
C 4.239 -2.801 2.260
C 4.422 -3.241 0.965
H 0.497 -8.700 1.220
H 0.746 -6.863 2.963
H 2.051 -4.872 2.403
H 2.667 -6.279 -1.566
H 1.520 -8.393 -1.040
H 3.468 -4.895 -3.269
H 5.576 -5.520 -4.429
H 7.839 -4.988 -3.406
H 7.930 -4.042 -1.231
H 7.838 -3.707 1.020
H 7.483 -3.162 3.338
H 5.275 -2.614 4.127
H 3.256 -2.540 2.652
O -2.515 2.191 -0.084
P -2.684 3.600 0.399
C -3.218 2.915 2.379
C -4.218 1.783 2.121
C -4.993 1.481 3.458
C -4.161 1.807 4.670
C -3.761 3.318 4.654
C -3.774 4.023 3.221
C -1.158 4.524 0.523
C -0.574 4.796 -0.870
C 0.723 5.580 -0.617
C 1.819 4.613 -0.165
C 1.228 3.449 0.630
C -0.112 3.704 1.351
C -4.219 4.471 0.063
C -4.271 5.968 0.346
C -3.708 6.730 -0.838
C -4.256 6.301 -2.163
C -4.074 4.814 -2.412
C -4.791 4.062 -1.285
H -2.207 2.636 2.611
H -3.700 0.947 1.713
H -4.995 2.121 1.427
H -5.266 0.447 3.358
H -5.966 2.051 3.439
H -3.258 1.174 4.659
H -4.657 1.686 5.628
H -2.816 3.448 5.197
H -4.528 3.840 5.229
H -3.161 4.923 3.262
H -4.801 4.363 2.984
H -1.359 5.496 0.993
H -1.248 5.353 -1.548
H -0.443 3.821 -1.394
H 0.554 6.350 0.113
H 1.118 6.087 -1.492
H 2.569 5.155 0.446
H 2.382 4.176 -1.020
H 1.909 3.071 1.374
H 1.053 2.533 -0.005
H 0.005 4.175 2.330
H -0.603 2.686 1.464
H -4.957 3.996 0.768
H -3.660 6.209 1.227
H -5.302 6.265 0.602
H -2.604 6.628 -0.792
H -3.810 7.817 -0.700
H -3.922 6.894 -3.030
H -5.319 6.534 -2.114
H -2.994 4.645 -2.376
H -4.495 4.519 -3.376
H -4.735 2.995 -1.376
H -5.836 4.334 -1.322
*
```

Computed properties:
E_LUMO (alpha / beta): -0.367 / -0.485 Ha
⟨S²⟩: 6.05

Mulliken atomic charge list, values in e, 99 entries: atom 1 (Pd): -0.121, atom 2 (C): -0.885, atom 3 (O): 0.531, atom 4 (C): -0.499, atom 5 (C): -0.538, atom 6 (O): -0.341, atom 7 (C): -0.879, atom 8 (C): -0.519, atom 9 (O): 0.627, atom 10 (C): -0.737, atom 11 (H): 0.353, atom 12 (H): 0.288, atom 13 (H): 0.171, atom 14 (H): 0.548, atom 15 (H): 0.285, atom 16 (H): 0.116, atom 17 (H): 0.525, atom 18 (H): 0.298, atom 19 (H): 0.519, atom 20 (H): 0.429, atom 21 (H): 0.397, atom 22 (H): 0.360, atom 23 (H): 0.413, atom 24 (H): -0.233, atom 25 (N): -0.009, atom 26 (C): 0.049, atom 27 (C): -1.468, atom 28 (C): -1.289, atom 29 (N): 0.889, atom 30 (H): 0.085, atom 31 (H): 0.764, atom 32 (H): 0.503, atom 33 (H): 0.791, atom 34 (C): -0.598, atom 35 (C): -0.917, atom 36 (C): 0.093, atom 37 (C): 0.719, atom 38 (C): -0.697, atom 39 (C): -0.636, atom 40 (As): 0.906, atom 41 (C): -0.041, atom 42 (C): 0.196, atom 43 (C): -0.761, atom 44 (C): -0.849, atom 45 (C): -0.822, atom 46 (C): 0.410, atom 47 (C): 1.003, atom 48 (C): -0.844, atom 49 (C): -0.919, atom 50 (C): -0.578, atom 51 (C): -0.427, atom 52 (C): 0.457, atom 53 (H): 0.409, atom 54 (H): 0.501, atom 55 (H): 0.483, atom 56 (H): 0.547, atom 57 (H): 0.486, atom 58 (H): 0.407, atom 59 (H): 0.458, atom 60 (H): 0.405, atom 61 (H): 0.433, atom 62 (H): 0.385, atom 63 (H): 0.477, atom 64 (H): 0.445, atom 65 (H): 0.423, atom 66 (O): -0.937, atom 67 (P): -0.528, atom 68 (C): -0.168, atom 69 (C): -0.780, atom 70 (C): -0.869, atom 71 (C): -0.453, atom 72 (C): -0.926, atom 73 (C): -0.704, atom 74 (C): 0.622, atom 75 (C): -0.383, atom 76 (C): -1.185, atom 77 (C): -0.787, atom 78 (C): -0.190, atom 79 (C): 0.278, atom 80 (C): 1.181, atom 81 (C): -1.183, atom 82 (C): -0.243, atom 83 (C): -0.994, atom 84 (C): -0.260, atom 85 (C): -1.493, atom 86 (H): 0.630, atom 87 (H): 0.498, atom 88 (H): 0.080, atom 89 (H): 0.491, atom 90 (H): 0.346, atom 91 (H): 0.193, atom 92 (H): 0.448, atom 93 (H): 0.307, atom 94 (H): 0.499, atom 95 (H): 0.368, atom 96 (H): 0.409, atom 97 (H): 1.272, atom 98 (H): 0.474, atom 99 (H): -0.033